[1]
The following is a quantum chemistry calculation of C47H57AsN4O2Sn as an isolated structure, from the Open Molecules 2025 dataset.

Each line ends with the natural charge from an NBO analysis.
Atoms and positions in Å:
Sn: 0.293 -0.634 -0.503  1.443
C: 2.180 2.135 -0.819  -0.436
C: 3.024 1.352 0.186  -0.413
C: 3.927 0.365 -0.577  -0.216
N: 3.237 -0.849 -0.959  -0.378
C: 3.339 -1.915 -0.172  0.356
C: 4.120 -1.996 0.995  -0.385
C: 4.855 -3.091 1.407  -0.139
C: 5.136 -4.236 0.676  -0.337
C: 4.476 -4.674 -0.466  -0.150
C: 3.250 -4.252 -0.928  -0.363
C: 2.526 -3.111 -0.505  0.230
N: 1.231 -2.961 -0.428  -0.636
C: 0.354 -4.059 -0.717  -0.227
C: -0.522 -3.778 -1.942  -0.407
C: -1.647 -2.775 -1.656  -0.229
N: -1.260 -1.402 -1.852  -0.785
C: -1.602 -0.703 -2.924  0.215
C: -2.122 -1.338 -4.066  -0.284
C: -2.645 -0.850 -5.245  -0.144
C: -2.906 0.457 -5.617  -0.313
C: -2.610 1.592 -4.873  -0.122
C: -1.913 1.704 -3.691  -0.354
C: -1.325 0.745 -2.829  0.313
N: -0.548 1.102 -1.829  -0.711
C: -0.167 2.477 -1.610  -0.224
C: 0.784 2.608 -0.412  -0.425
H: 2.015 1.456 -1.646  0.245
H: 2.762 2.983 -1.191  0.204
H: 2.378 0.798 0.873  0.233
H: 3.645 2.015 0.790  0.207
H: 4.788 0.073 0.026  0.221
H: 4.315 0.848 -1.473  0.205
H: 4.189 -1.112 1.615  0.224
H: 5.377 -2.982 2.350  0.207
H: 5.945 -4.857 1.039  0.207
H: 4.912 -5.527 -0.971  0.207
H: 2.785 -4.859 -1.696  0.218
H: -0.297 -4.204 0.150  0.192
H: 0.917 -4.987 -0.864  0.190
H: -0.952 -4.724 -2.272  0.210
H: 0.105 -3.390 -2.742  0.215
H: -1.910 -2.871 -0.599  0.200
H: -2.541 -3.014 -2.241  0.197
H: -2.059 -2.416 -4.039  0.203
H: -2.922 -1.609 -5.968  0.207
H: -3.387 0.604 -6.576  0.209
H: -2.946 2.533 -5.302  0.206
H: -1.784 2.727 -3.361  0.210
H: -1.053 3.103 -1.442  0.178
H: 0.339 2.871 -2.501  0.192
H: 0.397 2.012 0.418  0.236
H: 0.803 3.647 -0.074  0.207
C: 2.871 1.069 -3.773  -0.608
C: 2.670 -0.414 -3.440  -0.062
C: 1.535 -0.889 -4.356  -0.588
C: 3.965 -1.158 -3.803  -0.614
C: 2.247 -0.861 -2.015  -0.560
H: 3.245 1.150 -4.792  0.207
H: 3.595 1.554 -3.130  0.198
H: 1.927 1.605 -3.727  0.207
H: 1.776 -0.713 -5.402  0.206
H: 0.625 -0.345 -4.115  0.209
H: 1.330 -1.950 -4.236  0.199
H: 4.254 -0.947 -4.831  0.202
H: 3.836 -2.232 -3.702  0.209
H: 4.781 -0.856 -3.151  0.201
H: 2.089 -1.923 -2.199  0.211
C: 0.645 -2.169 2.898  -0.636
C: -0.836 -2.464 2.748  -0.057
O: -1.338 -1.719 1.652  -0.723
H: 1.017 -2.527 3.853  0.201
H: 0.777 -1.094 2.831  0.259
H: 1.211 -2.631 2.097  0.221
H: -1.378 -2.171 3.663  0.155
H: -1.002 -3.539 2.578  0.155
H: -2.269 -1.925 1.525  0.472
O: 0.003 0.933 2.621  -1.121
As: -1.441 1.575 2.913  2.009
C: -2.212 1.045 4.616  -0.407
C: -3.446 1.551 5.008  -0.148
C: -4.008 1.147 6.206  -0.230
C: -3.340 0.246 7.021  -0.199
C: -2.104 -0.251 6.640  -0.199
C: -1.542 0.151 5.438  -0.208
C: -2.827 1.231 1.602  -0.383
C: -2.775 1.975 0.437  -0.215
C: -3.720 1.800 -0.558  -0.147
C: -4.731 0.871 -0.381  -0.209
C: -4.797 0.133 0.790  -0.219
C: -3.843 0.308 1.781  -0.207
C: -1.248 3.509 3.013  -0.414
C: -0.035 3.948 3.531  -0.188
C: 0.205 5.298 3.712  -0.209
C: -0.769 6.218 3.358  -0.195
C: -1.967 5.786 2.811  -0.234
C: -2.213 4.432 2.644  -0.148
H: -3.961 2.262 4.371  0.210
H: -4.972 1.534 6.508  0.217
H: -3.781 -0.062 7.957  0.216
H: -1.584 -0.949 7.281  0.218
H: -0.576 -0.212 5.103  0.240
H: -1.966 2.685 0.333  0.223
H: -3.673 2.385 -1.465  0.214
H: -5.460 0.709 -1.162  0.219
H: -5.597 -0.579 0.934  0.217
H: -3.887 -0.276 2.693  0.222
H: 0.715 3.199 3.768  0.239
H: 1.144 5.632 4.131  0.218
H: -0.585 7.273 3.493  0.215
H: -2.712 6.509 2.516  0.215
H: -3.152 4.098 2.216  0.211

Output
2S+1   1
Energy   -126385.4648 eV
Maximum force   1.6 eV Å⁻¹
E_HOMO   -5.902 eV
Molecular weight   903.6 g/mol

***

[2]
The following is a quantum chemistry calculation of C47H57N9O2S2SiTi as an isolated structure, from the Open Molecules 2025 dataset.

Each line ends with the Löwdin charge.
Atoms and positions in Å:
Ti: 0.173 -0.017 -1.742  0.896
C: 3.387 -0.426 -4.782  -0.042
C: 2.477 0.028 -3.848  -0.099
N: 1.625 -0.803 -3.223  0.031
C: 1.727 -2.130 -3.501  -0.127
C: 2.647 -2.688 -4.416  -0.140
C: 3.490 -1.773 -5.056  -0.009
C: 2.665 -4.110 -4.645  -0.025
C: 1.809 -4.903 -3.987  -0.020
C: 0.818 -4.394 -3.067  -0.151
C: -0.139 -5.191 -2.412  -0.025
C: -0.985 -4.564 -1.536  -0.058
C: -0.955 -3.162 -1.347  -0.127
N: -0.070 -2.377 -1.939  0.066
C: 0.782 -3.005 -2.815  -0.145
H: 4.061 0.256 -5.250  0.103
H: 2.441 1.082 -3.573  0.106
H: 4.231 -2.119 -5.774  0.119
H: 3.390 -4.523 -5.328  0.113
H: 1.842 -5.966 -4.181  0.115
H: -0.144 -6.252 -2.522  0.113
H: -1.683 -5.172 -0.993  0.109
H: -1.662 -2.701 -0.660  0.084
C: -5.124 2.911 4.419  -0.045
C: -4.115 2.064 3.661  -0.285
C: -3.447 0.983 4.215  -0.041
C: -2.637 0.175 3.427  -0.064
C: -2.475 0.460 2.089  -0.264
C: -3.066 1.600 1.526  -0.054
C: -3.896 2.377 2.335  -0.045
S: -1.492 -0.712 1.126  0.569
O: -0.093 -0.449 1.369  -0.343
O: -2.017 -2.020 1.487  -0.311
N: -1.717 -0.334 -0.407  -0.199
C: -2.932 -0.547 -1.059  -0.269
C: -4.183 -0.825 -0.488  -0.010
C: -5.309 -0.958 -1.307  -0.062
C: -5.216 -0.826 -2.677  -0.057
C: -4.004 -0.597 -3.306  -0.147
C: -3.784 -0.509 -4.702  -0.007
C: -2.532 -0.314 -5.208  -0.040
C: -1.454 -0.123 -4.322  -0.130
N: -1.614 -0.226 -3.028  0.004
C: -2.833 -0.466 -2.475  -0.166
H: -5.321 2.543 5.412  0.066
H: -6.076 2.940 3.872  0.084
H: -4.730 3.936 4.476  0.082
H: -3.616 0.705 5.247  0.111
H: -2.196 -0.719 3.831  0.104
H: -2.879 1.847 0.487  0.081
H: -4.376 3.251 1.909  0.119
H: -4.281 -1.036 0.563  0.103
H: -6.274 -1.181 -0.871  0.106
H: -6.110 -0.918 -3.243  0.099
H: -4.595 -0.625 -5.396  0.112
H: -2.330 -0.308 -6.271  0.106
H: -0.445 0.086 -4.678  0.105
C: 3.487 -0.786 0.234  -0.020
C: 3.396 0.617 -0.331  -0.326
C: 4.433 1.561 -0.317  -0.055
C: 4.180 2.814 -0.880  -0.090
C: 2.947 3.102 -1.441  -0.027
C: 1.958 2.072 -1.452  -0.481
N: 2.209 0.890 -0.838  0.067
N: 0.763 2.040 -2.070  -0.149
Si: -0.321 3.280 -2.632  0.371
C: -0.072 4.931 -1.778  -0.175
C: -0.182 3.446 -4.506  -0.172
C: -2.061 2.779 -2.206  -0.162
H: 4.361 -0.945 0.877  0.084
H: 3.508 -1.482 -0.584  0.062
H: 2.559 -0.938 0.788  0.053
H: 5.391 1.308 0.109  0.093
H: 4.941 3.588 -0.854  0.100
H: 2.778 4.045 -1.932  0.084
H: 0.908 5.396 -1.993  0.022
H: -0.181 4.805 -0.694  0.004
H: -0.818 5.633 -2.169  0.028
H: 0.727 3.953 -4.848  0.024
H: -1.044 3.990 -4.935  0.033
H: -0.190 2.456 -4.978  0.004
H: -1.999 2.287 -1.232  -0.014
H: -2.520 2.104 -2.944  0.027
H: -2.677 3.699 -2.102  0.049
C: 3.431 -6.301 4.345  -0.097
C: 2.636 -5.043 4.045  -0.257
N: 2.990 -4.466 2.721  -0.021
C: 2.057 -3.760 2.018  -0.878
S: 1.700 -4.177 0.430  0.673
N: 1.452 -2.743 2.639  0.021
C: 1.979 -2.049 3.820  -0.234
C: 1.060 -2.180 5.027  -0.078
H: 3.186 -6.637 5.373  0.081
H: 4.522 -6.079 4.359  0.085
H: 3.223 -7.104 3.632  0.075
H: 2.854 -4.314 4.846  0.097
H: 1.565 -5.258 4.097  0.119
H: 3.399 -5.139 2.107  0.076
H: 0.771 -2.212 2.101  0.076
H: 2.102 -0.980 3.535  0.125
H: 2.970 -2.405 4.012  0.093
H: 0.094 -1.733 4.792  0.063
H: 1.516 -1.648 5.887  0.085
H: 0.906 -3.217 5.307  0.057
C: -0.721 5.275 2.850  -0.043
C: 0.268 4.119 2.822  -0.581
C: 1.695 4.664 2.806  -0.045
C: 0.057 3.269 4.083  -0.032
C: 0.030 3.284 1.613  -0.114
N: -0.243 2.601 0.735  0.254
H: -0.558 5.870 3.761  0.098
H: -1.731 4.898 2.874  0.076
H: -0.629 5.934 2.006  0.080
H: 1.912 5.174 3.741  0.085
H: 1.824 5.369 1.971  0.094
H: 2.418 3.857 2.706  0.088
H: 0.194 3.896 4.973  0.093
H: 0.772 2.454 4.154  0.089
H: -0.944 2.863 4.101  0.071

Output
2S+1   3
Energy   -119839.6838 eV
Maximum force   2.0 eV Å⁻¹
E_HOMO (alpha / beta)   -5.372 / -6.951 eV
Molecular weight   920.1 g/mol